A cluster of 4 separate species, C2H13NO4 in total. Source: the OMol25 dataset; level of theory: ωB97M-V with the def2-TZVPD basis set.

LUMO energy = 0.5 eV
SMILES = CNCO.O.O.O
HOMO = -8.9 eV

Structure (XYZ):
```
20
C2H13NO4 (ωB97M-V with the def2-TZVPD basis set)
C 1.591 -0.475 0.286
N 1.490 -1.673 -0.568
C 0.238 -2.088 -1.141
O -0.579 -0.930 -1.420
H 1.080 -0.686 1.225
H 2.651 -0.256 0.362
H 1.132 0.387 -0.185
H 2.052 -2.438 -0.237
H -0.418 -2.744 -0.563
H 0.468 -2.573 -2.100
H 0.109 -0.373 -1.831
O -1.044 3.216 -0.295
H -0.394 2.553 -0.112
H -1.885 2.810 -0.037
O -3.138 0.896 -0.677
H -3.035 0.301 -1.443
H -3.271 0.228 0.025
O 0.803 1.471 2.547
H 1.624 0.980 2.695
H 0.528 1.395 3.471
```

These are the Mulliken partial charges, in e, on atoms 1 to 5: atom 1 (C): -0.6251, atom 2 (N): -0.3605, atom 3 (C): -0.2924, atom 4 (O): -0.4569, atom 5 (H): 0.3093


A cluster of 5 separate species, C2H13NO5 in total. Source: the OMol25 dataset; level of theory: ωB97M-V with the def2-TZVPD basis set.

LUMO energy = -5.2 eV
HOMO = -8.4 eV

Structure (XYZ):
```
21
C2H13NO5 (ωB97M-V with the def2-TZVPD basis set)
C 1.855 -1.193 0.131
C 1.725 0.075 0.705
N 1.152 -0.028 1.981
O 1.101 1.293 -0.090
H 2.644 -1.525 0.906
H 2.863 0.605 0.742
H 2.152 -1.332 -1.083
H 1.258 0.703 2.651
H 0.329 -0.516 2.183
H -1.737 0.547 1.200
H -2.612 1.157 0.208
O -2.365 1.295 1.165
H 0.784 0.671 -0.715
H 0.040 0.337 -3.212
O -0.299 0.153 -2.385
H -3.255 0.882 -1.743
H -1.282 0.429 -2.244
O -2.379 0.895 -1.359
H -1.304 -1.454 -0.203
H 0.224 -1.547 0.527
O -0.897 -1.446 0.637
```

These are the Mulliken partial charges, in e, on atoms 1 to 5: atom 1 (C): -0.3590, atom 2 (C): 0.1232, atom 3 (N): -0.3869, atom 4 (O): -0.3804, atom 5 (H): 0.3474


A cluster of 5 separate species, C2H13NO5 in total. Source: the OMol25 dataset; level of theory: ωB97M-V with the def2-TZVPD basis set.

LUMO energy = 0.2 eV
SMILES = NCC=O.O.O.O.O
HOMO = -10.0 eV

Structure (XYZ):
```
21
C2H13NO5 (ωB97M-V with the def2-TZVPD basis set)
N 1.312 1.089 -0.450
C 2.393 0.287 -1.001
C 3.537 0.068 -0.045
O 3.635 0.626 1.017
H 1.307 1.057 0.563
H 1.480 2.045 -0.737
H 2.775 0.726 -1.904
H 2.028 -0.700 -1.282
H 4.306 -0.670 -0.340
O -1.263 -1.203 -0.871
H -1.857 -0.455 -0.966
H -0.662 -0.834 -0.208
O -0.350 -0.668 2.126
H -0.720 0.015 2.699
H 0.097 -1.236 2.767
O -2.096 1.538 -0.702
H -2.395 2.106 0.006
H -1.132 1.485 -0.731
O -4.348 -1.982 -0.243
H -3.420 -1.713 -0.288
H -4.627 -1.582 0.589
```

These are the Mulliken partial charges, in e, on atoms 1 to 5: atom 1 (N): -0.4472, atom 2 (C): -0.6246, atom 3 (C): 0.0908, atom 4 (O): -0.4746, atom 5 (H): 0.2325


A cluster of 5 separate species, C2H13O5 in total. Source: the OMol25 dataset; level of theory: ωB97M-V with the def2-TZVPD basis set.

LUMO energy = 3.9 eV
Charge = -1
HOMO = -5.1 eV

Structure (XYZ):
```
20
C2H13O5 (ωB97M-V with the def2-TZVPD basis set)
C -2.499 -0.422 0.387
O -2.402 0.820 1.012
C -1.662 -0.514 -0.917
H -3.464 -0.814 0.161
H -1.915 -1.172 0.948
H -0.612 -0.337 -0.705
H -1.889 0.287 -1.657
H -1.855 -1.475 -1.344
H 3.816 0.320 1.602
H 2.576 0.486 0.654
O 3.007 0.823 1.492
H 1.493 -1.500 -0.535
H 0.545 -2.153 0.526
O 1.087 -2.443 -0.216
H 0.470 1.674 -0.469
H 2.374 0.025 -1.521
O 1.640 0.064 -0.897
H -1.612 1.346 0.803
H 0.852 2.650 0.554
O 0.049 2.336 0.122
```

These are the Mulliken partial charges, in e, on atoms 1 to 5: atom 1 (C): -0.0659, atom 2 (O): -0.5577, atom 3 (C): -0.6868, atom 4 (H): 0.3197, atom 5 (H): 0.1442


A cluster of 4 separate species, C2H14N2O3 in total. Source: the OMol25 dataset; level of theory: ωB97M-V with the def2-TZVPD basis set.

LUMO energy = 0.5 eV
SMILES = CNCN.O.O.O
HOMO = -9.0 eV

Structure (XYZ):
```
21
C2H14N2O3 (ωB97M-V with the def2-TZVPD basis set)
C 0.612 0.460 1.477
N 1.116 1.192 0.338
C 0.171 2.066 -0.352
N -0.311 1.552 -1.615
H 1.409 0.275 2.189
H -0.185 0.938 2.082
H 0.078 -0.476 1.282
H 1.986 1.642 0.568
H 0.747 2.948 -0.639
H -0.674 2.394 0.249
H 0.480 1.304 -2.197
H -0.894 0.737 -1.462
O 1.720 -1.608 -0.465
H 1.841 -2.204 0.281
H 1.445 -0.749 -0.046
O -2.457 -0.399 -0.137
H -1.917 -1.213 -0.186
H -3.262 -0.577 -0.630
O -0.928 -2.682 -0.420
H -0.936 -3.003 0.487
H -0.041 -2.595 -0.803
```

These are the Mulliken partial charges, in e, on atoms 1 to 5: atom 1 (C): -0.8413, atom 2 (N): -0.2692, atom 3 (C): -0.6444, atom 4 (N): -0.5984, atom 5 (H): 0.4073


A cluster of 4 separate species, C2H14N3O3 in total. Source: the OMol25 dataset; level of theory: ωB97M-V with the def2-TZVPD basis set.

LUMO energy = -2.7 eV
Charge = +1
HOMO = -14.2 eV

Structure (XYZ):
```
22
C2H14N3O3 (ωB97M-V with the def2-TZVPD basis set)
C 0.677 0.850 1.990
N 0.487 0.942 0.531
C -0.442 1.706 -0.027
N -1.074 1.285 -1.107
N -0.895 2.818 0.566
H 0.901 1.843 2.374
H 1.612 0.318 2.102
H -0.158 0.385 2.478
H 0.747 0.139 -0.028
H -0.851 0.423 -1.619
H -1.511 1.964 -1.716
H -1.674 3.308 0.164
H -0.323 3.253 1.269
H 1.295 -2.002 -0.040
H 2.601 -1.865 -0.795
O 1.694 -1.536 -0.792
H -0.638 -3.679 -0.076
H -0.936 -3.305 1.272
O -0.336 -3.012 0.565
H 0.231 -1.045 -2.776
H -0.733 -1.791 -1.895
O -0.674 -0.998 -2.440
```

These are the Mulliken partial charges, in e, on atoms 1 to 5: atom 1 (C): -1.0296, atom 2 (N): -0.1248, atom 3 (C): 0.7128, atom 4 (N): -0.2873, atom 5 (N): -0.3642


A cluster of 4 separate species, C2H14NO3 in total. Source: the OMol25 dataset; level of theory: ωB97M-V with the def2-TZVPD basis set.

LUMO energy = -2.9 eV
Charge = +1
HOMO = -14.9 eV

Structure (XYZ):
```
20
C2H14NO3 (ωB97M-V with the def2-TZVPD basis set)
C 0.988 0.803 1.375
N 1.574 0.051 0.222
C 1.220 -1.380 0.050
H 1.784 1.228 1.979
H 0.247 1.516 1.013
H 0.464 0.103 2.027
H 2.588 0.121 0.323
H 1.444 0.546 -0.674
H 1.427 -2.004 0.911
H 1.704 -1.727 -0.853
H 0.153 -1.403 -0.171
H -0.294 0.836 -2.180
H 0.927 1.347 -2.911
O 0.653 0.651 -2.296
H -2.313 -0.267 -0.658
H -2.858 -0.248 -2.066
O -2.158 0.135 -1.524
H -2.484 0.525 2.271
H -2.575 -0.874 1.734
O -2.491 0.041 1.429
```

These are the Mulliken partial charges, in e, on atoms 1 to 5: atom 1 (C): -0.7514, atom 2 (N): -0.0656, atom 3 (C): -0.8559, atom 4 (H): 0.3346, atom 5 (H): 0.3152


A cluster of 4 separate species, C2H14NO3 in total. Source: the OMol25 dataset; level of theory: ωB97M-V with the def2-TZVPD basis set.

LUMO energy = -3.1 eV
Charge = +1
HOMO = -15.4 eV

Structure (XYZ):
```
20
C2H14NO3 (ωB97M-V with the def2-TZVPD basis set)
C -1.893 1.201 0.488
C -1.355 -0.151 -0.035
N -1.004 -1.055 1.118
H -1.557 2.045 -0.259
H -1.533 1.527 1.422
H -2.912 1.250 0.634
H -0.351 0.068 -0.597
H -1.920 -0.757 -0.866
H -1.722 -1.077 1.961
H -0.943 -1.978 0.606
H -0.058 -0.910 1.377
H 2.240 -1.475 -1.937
H 1.747 0.020 -1.417
O 1.822 -1.003 -1.197
H 2.396 -1.728 1.703
H 1.685 -1.461 0.396
O 1.520 -1.570 1.339
H 1.987 2.766 -1.449
H 0.464 2.301 -1.593
O 1.389 1.988 -1.692
```

These are the Mulliken partial charges, in e, on atoms 1 to 5: atom 1 (C): -1.2188, atom 2 (C): 0.2963, atom 3 (N): -0.3543, atom 4 (H): 0.2057, atom 5 (H): 0.4226


A cluster of 4 separate species, C2H14NO3 in total. Source: the OMol25 dataset; level of theory: ωB97M-V with the def2-TZVPD basis set.

LUMO energy = -3.1 eV
Charge = +1
HOMO = -13.4 eV

Structure (XYZ):
```
20
C2H14NO3 (ωB97M-V with the def2-TZVPD basis set)
C -3.439 0.384 1.093
C -2.332 -0.615 0.605
N -1.302 0.119 -0.288
H -4.337 -0.122 1.671
H -2.999 1.167 1.837
H -3.953 0.971 0.310
H -1.883 -1.049 1.464
H -2.614 -1.624 0.272
H -1.166 1.013 0.033
H -1.526 0.007 -1.238
H -0.360 -0.274 -0.248
H 3.745 5.394 -3.019
H 4.778 4.347 -2.808
O 4.114 4.612 -3.378
H 0.918 -1.969 0.226
H 2.263 -1.382 -0.116
O 1.336 -1.288 -0.290
H 3.563 -3.073 0.816
H 2.582 -3.702 1.858
O 2.613 -2.916 1.200
```

These are the Mulliken partial charges, in e, on atoms 1 to 5: atom 1 (C): -1.0770, atom 2 (C): -0.3693, atom 3 (N): -0.1068, atom 4 (H): 0.3213, atom 5 (H): 0.3320


A cluster of 4 separate species, C2H14NO3 in total. Source: the OMol25 dataset; level of theory: ωB97M-V with the def2-TZVPD basis set.

LUMO energy = -3.2 eV
Charge = +1
HOMO = -14.6 eV

Structure (XYZ):
```
20
C2H14NO3 (ωB97M-V with the def2-TZVPD basis set)
C -1.221 0.941 2.254
C -0.410 0.759 1.013
N 0.472 -0.459 0.897
H -1.545 1.983 2.556
H -2.122 0.265 2.335
H -0.607 0.527 3.214
H -0.915 1.243 0.126
H 0.314 1.648 1.054
H -0.153 -1.401 1.006
H 1.160 -0.596 1.707
H 0.871 -0.485 -0.166
H 1.248 2.229 -4.196
H 1.586 0.939 -4.500
O 1.522 1.462 -3.662
H 2.113 1.159 -0.958
H 1.072 1.331 -2.074
O 1.144 1.066 -1.148
H -1.326 -5.017 0.041
H -1.998 -3.550 0.217
O -1.206 -4.045 0.283
```

These are the Mulliken partial charges, in e, on atoms 1 to 5: atom 1 (C): -1.1130, atom 2 (C): -0.2836, atom 3 (N): -0.3825, atom 4 (H): 0.3327, atom 5 (H): 0.3070


A cluster of 4 separate species, C2H14NO3S in total. Source: the OMol25 dataset; level of theory: ωB97M-V with the def2-TZVPD basis set.

LUMO energy = -3.1 eV
Charge = +1
HOMO = -13.0 eV

Structure (XYZ):
```
21
C2H14NO3S (ωB97M-V with the def2-TZVPD basis set)
C 1.254 -0.266 1.145
C 2.574 -0.053 0.457
S 3.215 -1.296 -0.757
N 0.189 -0.473 0.061
H 1.013 0.473 1.899
H 1.220 -1.187 1.750
H 3.360 -0.035 1.212
H 2.641 0.920 -0.046
H 2.575 -1.184 -1.908
H -0.569 0.219 0.108
H -0.295 -1.350 0.250
H 0.372 -0.507 -0.944
H -3.744 0.655 0.071
H -3.479 1.108 -1.371
O -3.413 0.343 -0.794
H -0.746 0.827 -3.180
H -0.839 2.249 -3.025
O -0.515 1.507 -2.512
H -2.158 -0.139 2.668
H -1.020 -1.068 2.804
O -1.634 -0.742 2.112
```

These are the Mulliken partial charges, in e, on atoms 1 to 5: atom 1 (C): -0.2561, atom 2 (C): -0.9437, atom 3 (S): -0.1469, atom 4 (N): -0.2256, atom 5 (H): 0.3874


A cluster of 5 separate species, C2H14NO5 in total. Source: the OMol25 dataset; level of theory: ωB97M-V with the def2-TZVPD basis set.

LUMO energy = 3.7 eV
Charge = -1
HOMO = -4.3 eV

Structure (XYZ):
```
22
C2H14NO5 (ωB97M-V with the def2-TZVPD basis set)
C 0.430 1.139 -2.475
N 0.440 0.493 -1.156
C -0.527 1.114 -0.222
O -1.532 0.253 0.222
H -0.165 0.526 -3.238
H 1.511 1.257 -2.797
H -0.111 2.080 -2.527
H 0.083 -0.453 -1.251
H -1.115 1.888 -0.726
H 0.109 1.279 0.680
H -1.371 0.019 1.712
H -1.463 0.671 3.085
O -0.947 -0.022 2.663
H 1.106 -1.963 0.661
H 0.643 -2.027 2.047
O 1.456 -2.184 1.537
H 1.840 0.062 1.966
H 2.144 0.567 0.632
O 2.244 0.850 1.555
H -1.751 -1.222 -0.230
H -1.510 -2.166 -1.547
O -1.515 -2.159 -0.592
```

These are the Mulliken partial charges, in e, on atoms 1 to 5: atom 1 (C): -0.7937, atom 2 (N): -0.2635, atom 3 (C): -0.2199, atom 4 (O): -0.9607, atom 5 (H): 0.1975


Sequential F_max output: 1.56, 6.55, 1.07, 4.04, 1.84, 1.84, 1.76, 3.97, 4.31, 5.02, 1.92, 2.66 eV/A